102
Properties=species:S:1:pos:R:3:lowdin_spin:R:1 method="wB97M-V/def2-TZVPD" e_homo_ev="-12.994 / -13.202" e_above_lowest_kcal_mol=0.00 charge=+2 total_energy_ev=-81166.259 gap_ha="0.2723 / 0.2342" spin_multiplicity=2
Ir 0.253 -0.284 -0.667 0.025
C 1.922 1.162 0.276 0.001
C 2.537 -0.032 -0.170 -0.001
C 2.254 -0.180 -1.554 -0.001
C 1.524 1.025 -1.980 0.000
C 1.215 1.768 -0.821 0.007
C 0.501 3.082 -0.728 0.001
C 1.503 1.538 -3.384 0.000
C 3.075 -0.965 -2.531 0.000
C 3.508 -0.869 0.588 0.000
C 2.314 1.942 1.476 0.000
H -0.196 3.081 0.110 0.001
H -0.047 3.304 -1.634 0.000
H 1.215 3.892 -0.562 0.000
H 1.415 0.759 -4.140 0.000
H 2.465 2.030 -3.545 0.000
H 0.723 2.276 -3.558 0.000
H 2.693 -0.880 -3.544 0.000
H 3.145 -2.020 -2.280 0.000
H 4.090 -0.561 -2.526 0.000
H 3.479 -1.904 0.276 0.000
H 3.354 -0.810 1.661 0.000
H 4.515 -0.494 0.379 0.000
H 1.527 2.618 1.800 0.000
H 3.163 2.559 1.159 0.000
H 2.649 1.341 2.310 0.000
I -0.424 -1.238 -3.001 0.000
C -1.859 -2.742 -2.969 0.000
C -2.674 -2.742 -4.064 0.000
C -3.527 -3.832 -4.306 0.000
C -3.483 -4.900 -3.465 0.000
C -2.637 -4.913 -2.327 0.000
C -2.590 -6.071 -1.523 0.000
C -1.766 -6.125 -0.440 0.000
C -1.033 -4.988 -0.078 0.000
C -1.058 -3.813 -0.796 0.000
P -0.266 -2.451 0.208 0.001
C -1.434 -2.581 1.614 0.004
C -1.084 -2.415 2.951 0.000
C -2.015 -2.617 3.961 0.000
C -3.324 -2.945 3.650 -0.001
C -3.700 -3.061 2.320 0.001
C -2.766 -2.890 1.314 0.001
C 1.289 -3.328 0.586 0.000
C 2.020 -3.691 -0.547 0.000
C 3.180 -4.436 -0.435 0.000
C 3.633 -4.827 0.821 0.000
C 2.904 -4.489 1.948 0.000
C 1.726 -3.755 1.833 0.000
C -1.818 -3.784 -2.010 0.000
H -2.656 -1.914 -4.762 0.000
H -4.177 -3.826 -5.170 0.000
H -4.093 -5.774 -3.655 0.000
H -3.208 -6.917 -1.794 0.000
H -1.701 -7.016 0.168 0.000
H -0.459 -5.039 0.840 0.000
H -0.089 -2.131 3.235 0.000
H -1.709 -2.510 4.993 0.000
H -4.048 -3.108 4.438 0.000
H -4.722 -3.307 2.062 0.000
H -3.082 -3.024 0.291 0.000
H 1.656 -3.417 -1.531 0.000
H 3.727 -4.723 -1.324 0.000
H 4.538 -5.412 0.915 0.000
H 3.233 -4.816 2.925 0.000
H 1.153 -3.556 2.725 0.000
C -3.994 2.479 -0.636 0.002
Si -2.929 1.050 -1.211 0.027
C -2.022 1.815 -2.653 0.004
C -3.994 -0.427 -1.659 0.009
N -1.721 0.481 0.054 0.370
C -2.215 0.551 1.318 0.079
C -3.641 0.506 1.527 0.090
C -4.239 0.613 2.743 0.012
C -3.446 0.754 3.887 0.161
C -2.072 0.733 3.777 -0.015
C -1.445 0.621 2.543 0.140
O -0.107 0.568 2.423 0.069
C 0.689 0.576 3.578 0.002
C 1.575 -0.469 3.750 0.002
C 2.463 -0.448 4.820 0.000
C 2.462 0.618 5.704 0.001
C 1.578 1.674 5.508 0.000
C 0.693 1.661 4.442 0.001
H -4.283 3.019 -1.543 0.000
H -3.436 3.183 -0.014 0.000
H -4.911 2.217 -0.114 0.001
H -2.505 1.545 -3.597 0.000
H -0.980 1.550 -2.728 0.000
H -2.094 2.900 -2.554 0.000
H -4.322 -0.375 -2.700 0.001
H -4.894 -0.440 -1.041 0.000
H -3.490 -1.374 -1.517 0.000
H -4.267 0.307 0.685 0.002
H -5.316 0.557 2.826 -0.001
H -3.901 0.840 4.864 0.008
H -1.477 0.772 4.674 -0.003
H 1.612 -1.268 3.021 0.000
H 3.163 -1.264 4.951 0.000
H 3.150 0.635 6.538 0.000
H 1.585 2.519 6.183 0.000
H 0.029 2.498 4.269 0.000



107
Properties=species:S:1:pos:R:3:lowdin_charge:R:1 method="wB97M-V/def2-TZVPD" e_homo_ev=-9.379 e_above_lowest_kcal_mol=11.82 charge=+1 total_energy_ev=-67471.891 gap_ha=0.2279
Ir -1.192 0.736 -0.037 1.492
C -1.329 3.869 2.940 0.014
C -1.221 2.596 2.177 -0.244
N -1.143 2.512 0.898 -0.115
N -1.456 3.593 0.092 0.097
C -2.298 3.145 -0.807 -0.442
O -2.648 1.894 -0.896 -0.170
C -2.887 4.093 -1.776 -0.154
C -3.628 3.604 -2.847 -0.022
C -4.173 4.482 -3.770 -0.071
C -3.978 5.848 -3.627 -0.075
C -3.238 6.339 -2.558 -0.070
C -2.693 5.465 -1.632 -0.025
C -1.343 1.276 2.804 -0.196
C -1.212 1.049 4.166 0.024
C -1.395 -0.231 4.653 -0.023
C -1.683 -1.254 3.762 -0.028
C -1.787 -0.964 2.417 -0.089
N -1.668 0.279 1.939 -0.025
H -1.303 4.714 2.258 0.078
H -0.490 3.947 3.636 0.096
H -2.251 3.899 3.521 0.101
H -3.776 2.537 -2.942 0.112
H -4.751 4.101 -4.602 0.106
H -4.405 6.534 -4.347 0.107
H -3.091 7.404 -2.445 0.107
H -2.119 5.834 -0.794 0.109
H -0.946 1.865 4.822 0.127
H -1.291 -0.432 5.711 0.124
H -1.802 -2.275 4.095 0.120
H -1.944 -1.748 1.692 0.103
C 3.499 -0.218 -5.013 -0.038
C 2.685 1.083 -5.010 -0.555
C 1.867 1.183 -6.307 -0.030
C 3.654 2.264 -4.936 -0.056
C 1.704 1.085 -3.846 -0.127
C 1.547 2.169 -2.992 0.043
C 0.629 2.115 -1.959 -0.043
N -0.145 1.049 -1.757 -0.029
C -0.030 -0.010 -2.583 -0.162
C 0.878 -0.018 -3.617 0.067
C -0.975 -1.102 -2.289 -0.159
C -1.223 -2.164 -3.141 0.077
C -2.217 -3.087 -2.844 -0.128
C -2.957 -2.852 -1.684 0.023
C -2.658 -1.780 -0.875 -0.072
N -1.658 -0.936 -1.147 -0.042
C -2.536 -4.281 -3.732 -0.557
C -3.966 -4.122 -4.269 -0.031
C -1.572 -4.390 -4.913 -0.058
C -2.437 -5.564 -2.894 -0.034
H 4.222 -0.189 -5.829 0.093
H 2.877 -1.100 -5.166 0.077
H 4.049 -0.341 -4.078 0.097
H 2.539 1.198 -7.166 0.094
H 1.269 2.095 -6.325 0.095
H 1.194 0.331 -6.420 0.084
H 4.383 2.181 -5.742 0.092
H 4.202 2.278 -3.992 0.096
H 3.143 3.220 -5.059 0.088
H 2.146 3.060 -3.097 0.117
H 0.508 2.929 -1.257 0.118
H 0.949 -0.891 -4.249 0.115
H -0.645 -2.256 -4.048 0.107
H -3.777 -3.498 -1.405 0.123
H -3.233 -1.569 0.016 0.116
H -4.059 -3.223 -4.880 0.095
H -4.698 -4.064 -3.463 0.083
H -4.221 -4.983 -4.890 0.094
H -1.644 -3.528 -5.579 0.090
H -1.822 -5.274 -5.499 0.093
H -0.537 -4.495 -4.582 0.093
H -3.163 -5.577 -2.080 0.081
H -1.440 -5.678 -2.466 0.096
H -2.637 -6.429 -3.527 0.093
C 1.378 -2.133 8.148 -0.047
C 1.787 -0.900 7.383 -0.232
C 2.085 0.263 8.082 -0.054
C 2.461 1.416 7.410 -0.081
C 2.575 1.399 6.035 -0.029
C 2.281 0.240 5.313 -0.216
N 2.364 0.323 3.911 0.103
C 2.893 -0.621 3.049 -0.205
C 3.905 -1.490 3.467 -0.028
C 4.413 -2.447 2.609 -0.072
C 3.928 -2.571 1.311 -0.086
C 2.924 -1.718 0.889 -0.030
C 2.413 -0.736 1.732 -0.079
C 1.333 0.176 1.260 -0.545
O 0.416 -0.405 0.536 -0.168
O 1.307 1.367 1.563 0.033
C 1.854 -0.917 5.981 -0.173
C 1.430 -2.150 5.228 -0.037
H 1.491 -1.971 9.219 0.077
H 1.983 -2.997 7.871 0.087
H 0.334 -2.399 7.964 0.079
H 2.023 0.262 9.163 0.109
H 2.693 2.318 7.962 0.105
H 2.912 2.275 5.494 0.113
H 1.961 1.130 3.460 0.115
H 4.290 -1.394 4.475 0.124
H 5.205 -3.100 2.953 0.108
H 4.330 -3.319 0.643 0.100
H 2.519 -1.800 -0.112 0.111
H 2.261 -2.840 5.061 0.090
H 1.032 -1.894 4.246 0.068
H 0.664 -2.695 5.778 0.071



114
Properties=species:S:1:pos:R:3:lowdin_spin:R:1 method="wB97M-V/def2-TZVPD" e_homo_ev="-10.598 / -10.596" e_above_lowest_kcal_mol=0.00 charge=+1 total_energy_ev=-291259.307 gap_ha="0.2737 / 0.2740" spin_multiplicity=7
Tb -0.103 0.315 -0.121 6.103
I -0.809 3.581 0.538 -0.006
C 1.027 4.404 1.324 -0.001
C 1.337 5.637 0.802 0.000
C 2.491 6.318 1.198 0.000
C 3.296 5.752 2.141 0.000
C 2.979 4.505 2.715 0.000
C 3.822 4.024 3.737 0.000
C 3.542 2.852 4.375 0.000
C 2.441 2.100 3.961 -0.001
C 1.603 2.496 2.938 -0.002
P 0.324 1.249 2.451 -0.013
C -1.046 1.650 3.604 -0.002
C -2.347 1.828 3.143 0.000
C -3.374 2.080 4.037 0.000
C -3.117 2.121 5.396 0.000
C -1.825 1.930 5.861 0.000
C -0.790 1.708 4.973 -0.001
C 0.950 -0.318 3.169 0.001
C 0.099 -1.201 3.829 0.000
C 0.515 -2.495 4.086 0.000
C 1.774 -2.919 3.698 0.000
C 2.633 -2.038 3.059 0.000
C 2.215 -0.754 2.773 0.001
C 1.827 3.757 2.298 0.000
H 0.682 6.092 0.077 0.000
H 2.715 7.282 0.773 0.000
H 4.191 6.249 2.479 0.000
H 4.672 4.628 4.020 0.000
H 4.166 2.485 5.172 0.000
H 2.247 1.161 4.460 0.000
H -2.576 1.744 2.088 0.000
H -4.378 2.236 3.672 0.000
H -3.927 2.282 6.090 0.000
H -1.619 1.959 6.919 0.000
H 0.213 1.570 5.349 0.000
H -0.898 -0.891 4.115 0.000
H -0.160 -3.184 4.569 0.000
H 2.088 -3.936 3.878 0.000
H 3.621 -2.358 2.760 0.000
H 2.865 -0.071 2.233 0.000
C 2.211 3.729 -1.983 -0.003
As 1.829 1.818 -1.543 -0.013
C 3.743 1.411 -1.308 -0.002
C 1.692 0.940 -3.330 0.001
C 0.529 1.207 -4.301 0.000
C 0.318 2.715 -4.428 0.000
C -0.804 0.564 -3.906 0.001
As -1.713 1.175 -2.248 -0.011
C -2.687 2.786 -2.907 -0.003
C -3.254 -0.014 -2.450 -0.001
C 0.935 0.659 -5.680 0.000
As 1.384 -1.265 -6.142 0.000
C 1.869 -2.235 -4.477 0.000
C -0.439 -2.017 -6.258 0.000
H 2.781 3.831 -2.905 0.000
H 2.817 4.127 -1.167 0.000
H 1.313 4.339 -2.056 0.000
H 4.302 1.729 -2.192 0.000
H 3.895 0.347 -1.153 0.000
H 4.138 1.946 -0.441 0.000
H 1.711 -0.124 -3.075 0.000
H 2.628 1.168 -3.863 0.000
H 0.037 3.112 -3.448 0.000
H -0.477 2.929 -5.139 0.000
H 1.228 3.206 -4.768 0.000
H -0.653 -0.505 -3.743 0.000
H -1.516 0.682 -4.735 0.000
H -2.987 2.660 -3.949 0.000
H -2.099 3.697 -2.805 0.000
H -3.587 2.904 -2.299 0.000
H -3.670 0.068 -3.459 0.000
H -4.025 0.257 -1.728 0.000
H -2.951 -1.041 -2.257 0.000
H 1.806 1.227 -6.027 0.000
H 0.132 0.887 -6.388 0.000
H 2.821 -1.907 -4.063 0.000
H 1.981 -3.281 -4.766 0.000
H 1.096 -2.186 -3.716 0.000
H -1.032 -1.454 -6.975 0.000
H -0.955 -2.032 -5.302 0.000
H -0.366 -3.042 -6.618 0.000
O 1.914 -0.733 -0.172 -0.011
C 2.086 -1.963 -0.223 -0.001
C 1.210 -2.913 -0.807 0.000
C 1.490 -4.279 -0.669 0.000
C 0.650 -5.219 -1.213 0.000
C -0.492 -4.834 -1.946 0.000
C -0.809 -3.515 -2.065 0.000
C 0.014 -2.492 -1.501 -0.001
O -0.294 -1.264 -1.636 -0.012
N 0.942 -6.616 -1.036 0.000
O 0.232 -7.413 -1.608 0.000
O 1.876 -6.894 -0.314 0.000
H 2.996 -2.387 0.228 0.000
H 2.358 -4.599 -0.110 0.000
H -1.106 -5.605 -2.391 0.000
H -1.689 -3.197 -2.610 0.000
O -2.070 0.057 0.699 -0.012
C -1.727 -1.094 1.097 -0.001
O -0.532 -1.456 1.059 -0.008
C -2.751 -2.045 1.619 0.000
C -2.683 -3.383 1.245 0.000
C -3.622 -4.280 1.714 0.000
C -4.606 -3.831 2.584 0.000
C -4.672 -2.501 2.978 0.000
C -3.746 -1.601 2.485 0.000
N -5.605 -4.772 3.062 0.000
O -5.629 -5.864 2.544 0.000
O -6.340 -4.396 3.945 0.000
H -1.899 -3.706 0.578 0.000
H -3.612 -5.316 1.415 0.000
H -5.450 -2.186 3.656 0.000
H -3.781 -0.555 2.756 0.000



112
Properties=species:S:1:pos:R:3:lowdin_spin:R:1 method="wB97M-V/def2-TZVPD" e_homo_ev="-9.620 / -9.789" e_above_lowest_kcal_mol=0.00 charge=+1 total_energy_ev=-111938.396 gap_ha="0.2610 / 0.2354" spin_multiplicity=2
Ru -0.646 -0.403 0.055 0.490
C -0.862 -2.636 2.609 -0.001
Si -0.281 -0.960 3.155 0.018
C 1.347 -1.284 4.035 0.006
C -1.596 -0.277 4.294 0.004
N -0.016 0.196 1.764 0.290
C 0.536 1.491 2.032 -0.002
C 0.763 1.842 3.377 0.042
C 1.215 3.075 3.804 -0.006
C 1.450 4.068 2.871 0.049
C 1.241 3.786 1.535 -0.008
C 0.813 2.534 1.099 0.040
O 0.671 2.320 -0.254 0.022
C 0.665 3.390 -1.153 0.001
C -0.564 3.898 -1.541 0.000
C -0.610 4.903 -2.499 0.000
C 0.560 5.392 -3.061 0.000
C 1.783 4.866 -2.670 0.000
C 1.843 3.859 -1.718 0.000
H -1.114 -3.161 3.537 0.000
H -0.099 -3.233 2.109 0.000
H -1.758 -2.613 1.990 0.000
H 1.338 -2.307 4.418 0.000
H 1.555 -0.623 4.875 0.000
H 2.188 -1.187 3.344 0.000
H -1.442 -0.621 5.320 0.000
H -2.568 -0.652 3.963 0.000
H -1.646 0.812 4.311 0.000
H 0.549 1.124 4.146 0.002
H 1.357 3.254 4.861 -0.002
H 1.790 5.051 3.169 0.003
H 1.419 4.557 0.799 -0.001
H -1.462 3.484 -1.105 0.000
H -1.568 5.301 -2.808 0.000
H 0.519 6.177 -3.803 0.000
H 2.699 5.231 -3.116 0.000
H 2.793 3.429 -1.438 0.000
C -4.322 -1.063 -3.076 0.000
N -4.717 -0.632 -1.745 0.000
C -5.893 0.019 -1.441 0.000
C -5.909 0.175 -0.097 0.000
N -4.756 -0.375 0.411 0.000
B -4.402 -0.419 1.927 0.000
N -3.804 0.988 2.316 0.001
C -4.165 1.626 3.477 0.001
C -3.500 2.802 3.537 0.001
N -2.724 2.869 2.406 0.003
C -1.947 4.037 2.026 0.001
C -2.909 1.748 1.670 0.005
S -2.200 1.497 0.093 0.030
C -4.044 -0.859 -0.603 -0.001
S -2.525 -1.696 -0.500 -0.006
H -4.867 -0.467 -3.804 0.000
H -4.553 -2.117 -3.221 0.000
H -3.255 -0.914 -3.205 0.000
H -6.600 0.300 -2.200 0.000
H -6.642 0.629 0.545 0.000
H -5.430 -0.536 2.542 0.000
H -3.608 -1.289 2.156 0.000
H -4.877 1.189 4.154 0.000
H -3.518 3.595 4.263 0.000
H -1.839 4.666 2.905 0.000
H -2.461 4.592 1.241 0.000
H -0.966 3.737 1.675 0.000
N 1.950 -2.073 -0.440 0.014
P 1.868 -0.321 -0.469 -0.001
C 2.449 0.128 -2.121 -0.004
C 3.713 -0.269 -2.562 -0.001
C 4.128 0.047 -3.842 0.000
C 3.287 0.768 -4.686 0.000
C 2.036 1.170 -4.250 0.000
C 1.616 0.847 -2.966 -0.001
C 3.313 0.064 0.577 0.000
C 4.054 -0.906 1.248 0.000
C 5.153 -0.548 2.019 0.001
C 5.528 0.780 2.126 0.000
C 4.812 1.753 1.442 0.001
C 3.721 1.394 0.671 0.000
P 0.305 -2.455 -0.807 0.009
C 0.147 -4.187 -0.294 0.002
C 1.301 -4.926 -0.035 0.000
C 1.203 -6.257 0.344 0.000
C -0.041 -6.854 0.474 0.000
C -1.192 -6.122 0.219 0.000
C -1.103 -4.793 -0.162 0.000
C 0.310 -2.516 -2.623 -0.001
C 1.056 -3.504 -3.265 0.000
C 1.089 -3.571 -4.647 0.000
C 0.361 -2.661 -5.403 0.000
C -0.384 -1.677 -4.774 0.000
C -0.409 -1.606 -3.389 0.000
H 2.129 -2.379 0.516 0.000
H 4.368 -0.825 -1.901 0.000
H 5.106 -0.263 -4.186 0.000
H 3.615 1.017 -5.687 0.000
H 1.384 1.736 -4.904 0.000
H 0.637 1.153 -2.618 0.000
H 3.818 -1.959 1.168 0.000
H 5.716 -1.316 2.533 0.000
H 6.382 1.056 2.730 0.000
H 5.105 2.793 1.505 0.000
H 3.183 2.160 0.140 0.000
H 2.278 -4.473 -0.149 0.000
H 2.103 -6.827 0.535 0.000
H -0.113 -7.890 0.776 0.000
H -2.164 -6.586 0.320 0.000
H -2.007 -4.234 -0.354 0.000
H 1.624 -4.220 -2.683 0.000
H 1.678 -4.337 -5.135 0.000
H 0.379 -2.720 -6.484 0.000
H -0.939 -0.955 -5.360 0.000
H -0.979 -0.824 -2.905 0.000